# C30H29AuF3N3O6S

A structure of composition C30H29AuF3N3O6S (ωB97M-V/def2-TZVPD, OMol25).

```
73
Properties=species:S:1:pos:R:3:forces:R:3:lowdin_charge:R:1
Au -0.98912 -0.23099 -0.16441 -0.763 0.167 -0.203 0.766
S 2.02704 -1.80242 2.24357 0.103 -0.252 0.185 0.415
F -0.01875 -2.78336 3.71918 0.014 0.078 -0.012 0.099
F 1.48077 -4.24322 3.18346 -0.080 0.024 0.016 0.084
F 1.89000 -2.79259 4.73571 -0.016 -0.020 -0.048 0.076
O 2.15825 -0.55237 2.96058 -0.154 0.061 -0.019 -0.333
O 0.20714 3.51494 3.77384 0.024 -0.066 -0.061 -0.126
O -1.24445 4.50196 0.07663 -0.033 0.113 -0.119 -0.100
O 1.04144 -1.85436 1.19129 0.264 -0.100 0.096 -0.356
O 3.28474 1.46158 -2.53879 0.035 0.027 0.164 -0.101
O 3.28868 -2.46630 1.96823 0.019 0.031 -0.068 -0.351
N 0.88397 1.94186 -0.83845 0.053 -0.208 0.211 0.129
N 1.44773 4.12839 -0.19970 -0.101 -0.089 0.020 0.139
N 0.49945 2.75175 1.35662 0.353 -0.251 0.298 0.159
C -0.90680 0.69508 1.69613 0.246 0.028 -0.020 -0.253
C 1.00501 2.30966 -2.17792 -0.065 0.197 -0.005 -0.215
C 0.89956 2.83486 0.06817 -0.058 0.411 -0.272 -0.358
C -0.93912 -2.77141 -1.51454 0.039 -0.162 -0.108 -0.375
C 1.08559 3.14298 -4.87196 0.019 -0.028 -0.016 -0.129
C 2.15887 2.48318 -4.29904 0.045 -0.008 -0.003 -0.037
C -0.38997 2.28941 3.48087 -0.046 0.004 0.014 -0.229
C -1.68784 0.37092 4.01213 -0.045 0.029 -0.099 -0.120
C 0.32823 -5.19568 -0.76861 0.000 -0.043 -0.008 -0.139
C -0.26390 1.84593 2.14926 -0.226 0.087 -0.237 -0.205
C 1.30326 7.62941 0.96888 -0.022 0.055 0.008 -0.124
C 0.94899 5.34043 0.25038 -0.104 0.051 0.085 -0.179
C -1.60933 -0.01933 2.68995 -0.016 -0.066 0.116 -0.174
C -0.91531 6.71807 0.96676 0.011 0.047 0.039 -0.024
C -0.04817 7.77475 1.22776 -0.022 -0.004 0.004 -0.119
C 3.17626 0.43017 -1.55085 -0.010 -0.202 0.183 -0.056
C -0.07617 2.96406 -2.78599 0.012 -0.070 -0.043 -0.023
C 0.86025 -4.39657 -1.77040 -0.038 -0.050 -0.046 -0.124
C -0.02392 4.05374 5.04492 0.050 0.060 0.072 -0.117
C -1.08935 1.55980 4.41962 0.024 0.033 0.060 -0.066
C 1.79370 6.42231 0.48803 -0.018 -0.010 0.006 -0.032
C -0.84740 -4.78650 -0.14723 -0.009 -0.077 -0.092 -0.122
C -2.37213 4.19762 0.88086 -0.082 -0.063 0.084 -0.056
C -1.54262 -1.45793 -1.82615 0.282 0.088 0.103 -0.326
C -0.05060 3.37149 -4.10756 0.012 0.081 0.060 -0.116
C 0.23344 -3.21753 -2.14243 0.009 0.064 0.088 -0.086
C -0.43799 5.52130 0.46088 0.095 -0.050 -0.085 -0.230
C -1.47370 -3.61321 -0.52382 0.037 0.054 0.036 -0.094
C 2.13370 2.04862 -2.97462 -0.083 0.062 -0.072 -0.245
C 1.29891 -2.95044 3.52689 0.159 0.014 -0.051 -0.644
H 2.95638 0.82822 -0.56301 0.005 -0.038 -0.021 0.080
H -2.09980 4.16993 1.93915 0.043 -0.010 -0.022 0.096
H 2.85606 6.30206 0.30977 0.003 -0.055 0.042 0.107
H -2.69558 3.20413 0.57610 0.005 0.001 0.032 0.095
H -1.16453 1.88634 5.44805 0.032 0.000 -0.012 0.085
H 1.13311 3.46254 -5.90649 0.011 0.000 0.008 0.084
H 1.77959 -4.69342 -2.26501 0.018 0.027 0.022 0.084
H -1.09575 4.13535 5.25752 0.004 0.002 -0.002 0.087
H -1.20266 -1.08611 -2.79715 0.027 0.014 0.003 0.005
H -1.97914 6.83920 1.12642 0.005 -0.043 0.012 0.105
H 0.41911 5.04963 5.04653 -0.004 -0.007 -0.021 0.084
H -2.35980 -3.28514 0.01005 -0.002 0.018 -0.025 0.096
H 1.98526 8.44686 1.16866 0.018 -0.008 -0.041 0.089
H 4.14044 -0.07267 -1.53494 0.027 0.002 -0.062 0.086
H -1.26569 -5.38591 0.65465 -0.012 0.023 0.010 0.087
H 2.39424 -0.28546 -1.80855 -0.041 0.026 0.006 0.095
H -3.18361 4.91821 0.72925 0.024 -0.002 -0.039 0.079
H 0.83061 -6.10455 -0.45932 0.010 0.017 0.016 0.078
H 0.68553 -2.58635 -2.90132 -0.015 -0.006 -0.021 0.093
H 2.26112 4.13484 -0.79018 -0.054 0.028 -0.098 0.146
H -2.63482 -1.52147 -1.84521 -0.005 0.045 0.063 0.001
H 0.44595 3.45830 5.83544 -0.024 -0.040 -0.028 0.090
H -2.08785 -0.94955 2.40572 -0.004 0.022 -0.006 0.068
H -0.43924 8.70634 1.61756 0.014 -0.002 0.009 0.088
H -2.21583 -0.23804 4.73819 0.005 -0.015 -0.010 0.087
H 3.06664 2.29389 -4.85975 -0.023 -0.044 -0.023 0.105
H -0.94157 3.15086 -2.16437 -0.022 -0.021 0.013 0.106
H 0.88055 3.48681 1.92916 0.050 0.054 -0.057 0.124
H -0.90595 3.88725 -4.52815 -0.008 -0.037 -0.010 0.088
```
Forces are in eV/Å.

Kohn-Sham gap = 5.346 eV
Total charge = -2
E_HOMO = -1.26 eV

---

# C5H14N4S

The ion C5H14N4S with charge +2 at a distorted geometry (ωB97M-V/def2-TZVPD, OMol25).

```
24
Properties=species:S:1:pos:R:3:forces:R:3:nbo_charge:R:1
S -0.85766 1.33627 -2.03423 -0.232 -0.141 -0.542 0.124
N 0.91272 -1.00462 -0.17454 -8.442 2.265 2.180 0.187
N -1.15864 -0.20289 0.36555 -0.808 1.560 -2.501 -0.115
N -0.41456 -1.39964 0.27890 5.492 -0.589 -1.753 -0.021
N 0.94112 0.30679 -0.35071 1.701 -2.687 -0.150 -0.111
C 2.10395 1.00181 -0.84230 0.462 2.567 0.684 -0.467
C -0.35757 0.88165 -0.38390 -1.070 0.276 -0.399 -0.048
C -2.51201 -0.49601 -0.25526 0.947 -1.499 -1.110 -0.425
C -1.27242 0.18375 1.78422 2.340 4.209 -0.088 -0.402
C 1.95690 -1.89171 -0.30509 4.845 -1.076 -0.395 -0.511
H 2.68991 -1.69254 0.60161 -1.100 -0.186 -1.840 0.315
H 1.73692 1.63579 -1.69156 0.825 -0.904 0.341 0.280
H -1.83984 1.15111 2.07591 0.487 -1.792 -1.169 0.291
H -0.20927 0.35898 2.06817 -0.752 -0.226 0.349 0.221
H -1.09897 2.63671 -1.78608 0.016 -0.102 0.176 0.196
H 2.53615 -1.72542 -1.34543 -1.350 -0.334 2.409 0.307
H -2.85565 -1.44660 0.05652 -0.253 -0.818 1.366 0.270
H -0.39478 1.76406 0.20858 0.070 0.660 0.645 0.277
H 2.38266 1.76971 -0.03349 -0.066 -1.193 -1.006 0.273
H 2.94905 0.32844 -1.03313 -0.451 0.422 -0.156 0.271
H -2.52752 -0.68422 -1.31998 1.002 0.460 -0.423 0.268
H 1.70091 -2.95223 -0.19260 -0.648 0.484 -0.169 0.325
H -3.19246 0.25585 -0.08691 -1.307 1.851 0.895 0.253
H -1.60700 -0.66878 2.16386 -1.709 -3.207 2.654 0.241
```
Forces are in eV/Å.

Kohn-Sham gap (alpha / beta) = 8.001 / 8.047 eV
Total charge = +2
E_HOMO (alpha / beta) = -18.36 / -18.36 eV

---

# C5Hf2I2O15Rb4

A structure of composition C5Hf2I2O15Rb4 at a distorted geometry (ωB97M-V/def2-TZVPD, OMol25).

```
28
Properties=species:S:1:pos:R:3:forces:R:3:lowdin_charge:R:1
Hf -2.71408 -2.51063 -2.63774 -7.225 -6.120 -0.882 1.277
Hf 0.46268 1.79948 1.76966 0.391 0.419 1.675 1.134
I 5.27148 4.42400 1.88927 -0.041 0.638 -1.052 -0.282
I 2.51177 2.44177 -0.75189 -0.114 -0.014 0.497 0.204
Rb 4.35871 2.45701 4.11048 -0.659 -0.830 0.635 0.648
Rb 3.53583 -0.36041 -3.09216 -0.881 0.037 0.285 0.793
Rb 1.75696 6.02662 0.23864 0.491 -0.471 0.033 0.791
Rb -0.53546 -3.33635 0.13729 0.823 0.973 1.071 0.897
O -0.88866 1.02441 3.10548 0.560 0.473 -2.733 -0.336
O 3.88847 -4.56064 -0.31760 1.125 -8.470 -2.718 -0.128
O -1.93488 -3.71622 -4.10168 0.193 -0.773 1.502 -0.469
O 0.29666 -0.05233 -2.97824 -1.699 1.761 -1.075 -0.044
O -2.07002 -4.36516 -1.39163 -0.911 0.759 -3.992 -0.648
O -0.52305 6.74512 1.57832 -3.969 -3.144 1.509 -0.009
O -3.80992 -2.41971 -0.88746 -0.955 0.425 -2.122 -0.457
O 0.82147 3.77497 1.66051 -0.167 -0.638 0.081 -0.714
O -2.01322 4.88037 2.12269 3.531 6.202 -1.220 0.168
O -5.10805 -1.53448 1.49366 6.663 -1.596 -0.175 -0.030
O -1.41334 -1.52241 -2.08268 8.793 6.803 2.890 -0.437
O 0.87255 -1.13956 -1.27274 1.695 -2.504 5.108 -0.102
O -0.69750 0.83146 0.47061 -0.323 -0.217 1.442 -0.379
O 1.93645 1.40603 3.04886 0.168 0.516 -0.842 -0.667
O -4.69461 -2.01434 -3.44221 1.855 -0.163 2.173 -0.450
C 4.07484 -5.72793 -0.69905 -1.347 8.365 2.823 0.058
C 0.04089 -0.70656 -1.98413 -1.638 -1.038 -4.963 -0.767
C 1.85233 -5.89528 0.70620 0.178 0.089 -0.153 0.197
C -1.32912 5.87908 1.88192 0.124 -3.087 -0.099 -0.289
C -3.94916 -1.82832 1.42561 -6.661 1.604 0.302 0.044
```
Forces are in eV/Å.

Kohn-Sham gap = 2.632 eV
Total charge = 0
E_HOMO = -7.77 eV

---

Number 1: electronic energy -2609.78780 Eh. Number 2: electronic energy -815.27276 Eh. Number 3: electronic energy -2106.06579 Eh.